Record 1
C21H56BF4O7V as an isolated structure in a non-equilibrium geometry. Source: the OMol25 dataset; level of theory: the ωB97M-V functional and the def2-TZVPD basis.

The geometry in XYZ format:
```
90
Properties=species:S:1:pos:R:3:lowdin_charge:R:1
V 0.748 -4.692 -24.781 1.31
F -0.743 -5.378 -23.404 0.12
F -2.019 -5.582 -21.467 0.19
F -2.003 -7.139 -23.099 0.17
F -3.019 -5.342 -23.493 0.15
O 2.125 -5.234 -23.095 -0.12
O 0.400 -6.490 -20.952 -0.08
O -0.067 -2.954 -23.620 -0.16
O -2.682 -2.381 -23.649 -0.08
O -5.009 -3.346 -18.901 -0.06
O -4.819 -5.374 -21.095 -0.05
O 1.228 -6.772 -25.435 -0.14
C -3.965 -1.895 -17.432 -0.04
C 0.905 -2.060 -23.063 -0.38
C -3.841 -1.894 -24.319 -0.41
C -3.896 -0.302 -24.151 -0.03
C -5.489 -6.572 -21.073 -0.51
C -3.837 -2.613 -18.834 -0.46
C 0.554 -7.511 -19.930 -0.45
C 0.912 -8.517 -23.934 0.00
C 4.012 -6.755 -22.847 -0.03
C -5.108 -2.523 -23.749 -0.05
C -4.839 -7.470 -20.087 -0.05
C 0.579 -0.655 -23.663 -0.03
C 1.041 -6.795 -18.707 -0.06
C -5.615 -7.212 -22.471 -0.02
C -0.829 -8.094 -19.611 -0.04
C 1.593 -8.952 -26.455 -0.03
C 0.679 -2.185 -21.518 -0.02
C -2.664 -3.624 -19.006 -0.05
C 3.921 -4.598 -21.632 -0.03
C 3.546 -5.325 -22.939 -0.44
C 0.820 -8.126 -25.460 -0.42
B -1.901 -5.806 -22.812 -1.40
H -4.975 -4.011 -19.592 0.05
H 2.019 -6.361 -18.914 0.07
H -5.988 -2.102 -24.234 0.08
H -4.629 0.262 -24.728 0.08
H -1.276 -8.444 -20.541 0.08
H 1.813 -5.708 -22.321 0.07
H 3.424 -7.242 -22.069 0.10
H 0.361 -7.814 -23.309 0.06
H -6.457 -6.266 -20.677 0.14
H -0.306 -2.102 -21.059 0.09
H -2.740 -4.573 -18.475 0.08
H -6.329 -6.707 -23.121 0.08
H -2.387 -3.741 -20.053 0.05
H -1.453 -7.408 -19.038 0.09
H -3.749 -2.537 -16.577 0.08
H -3.721 -2.249 -25.342 0.14
H 3.624 -5.112 -20.718 0.08
H 0.271 -6.103 -18.364 0.09
H -3.076 0.269 -24.587 0.05
H 2.494 -9.310 -25.956 0.09
H 3.358 -3.688 -21.422 0.07
H -6.004 -8.226 -22.383 0.08
H -5.538 -8.252 -19.790 0.08
H 1.327 0.067 -23.335 0.09
H -0.542 -6.383 -21.104 0.03
H 1.341 -1.603 -20.877 0.09
H 4.989 -4.411 -21.518 0.10
H 5.049 -6.663 -22.524 0.10
H 1.073 -9.882 -26.683 0.10
H -4.680 -7.317 -23.021 0.07
H -3.823 0.058 -23.125 0.08
H -4.553 -7.054 -19.121 0.08
H 1.901 -2.390 -23.358 0.12
H -3.788 -1.914 -19.669 0.12
H -4.890 -1.319 -17.444 0.08
H -3.189 -1.157 -17.228 0.06
H -1.738 -3.158 -18.669 0.06
H 4.080 -7.257 -23.812 0.08
H -5.320 -2.291 -22.705 0.09
H -0.443 -0.314 -23.498 0.08
H -5.271 -3.580 -23.959 0.08
H 1.936 -8.510 -27.390 0.09
H 1.233 -8.323 -20.188 0.14
H 2.124 -6.796 -25.779 0.10
H -0.782 -8.961 -18.951 0.09
H 0.610 -9.539 -23.704 0.10
H -0.233 -8.158 -25.739 0.15
H 4.072 -4.749 -23.700 0.14
H -3.975 -7.964 -20.531 0.08
H 1.280 -7.514 -17.923 0.09
H -2.931 -3.298 -23.787 0.06
H -0.964 -2.646 -23.472 0.05
H 0.534 -0.583 -24.750 0.08
H 1.962 -8.433 -23.654 0.06
H -4.136 -5.468 -21.763 0.05
H 0.941 -3.194 -21.200 0.06
```

Output
Spin multiplicity = 4
E_HOMO (spin up / spin down) = -10.9087 / -10.9087 eV
Gap between HOMO and LUMO (spin up / spin down) = 5.89 / 5.90 eV
Largest force on an atom = 3.9 eV/A
Net charge = +1
Energy relative to the best compared isomer or geometry (same formula, charge and spin) = 5.147 eV

Record 2
A 8-piece molecular cluster, C21H56N2O8 overall in a non-equilibrium geometry. Source: the OMol25 dataset; level of theory: the ωB97M-V functional and the def2-TZVPD basis.

The geometry in XYZ format:
```
87
Properties=species:S:1:pos:R:3:lowdin_charge:R:1
O 4.385 1.442 -1.224 -0.03
O 2.875 -1.464 -3.581 -0.12
O 3.714 2.286 -3.835 -0.07
O 1.077 3.206 -2.944 -0.14
O 1.588 0.485 -1.311 -0.05
O -1.181 1.690 -1.818 -0.03
O 1.812 -2.226 -0.562 -0.15
O 1.531 0.698 5.078 -0.02
N 0.470 -0.157 4.677 -0.10
N -2.225 0.810 -2.174 -0.08
C 0.851 0.223 2.210 -0.01
C -2.940 0.844 0.134 -0.03
C -3.774 -1.505 -2.781 -0.17
C -1.777 -1.219 3.339 -0.17
C -0.790 -0.537 -3.756 -0.01
C 3.117 -2.796 -0.540 -0.12
C -3.299 -0.578 -3.890 -0.13
C -1.500 -1.052 -0.617 -0.01
C -0.365 -1.802 3.100 -0.13
C 2.040 -1.544 3.505 -0.03
C -2.011 1.450 -4.511 -0.03
C -0.792 0.460 6.639 -0.04
C 1.084 4.205 -1.939 -0.14
C -0.843 0.320 5.121 -0.52
C -1.245 1.653 4.483 -0.01
C -3.859 -0.784 -1.446 -0.14
C -1.851 -0.768 4.781 -0.15
C 0.730 -0.759 3.379 -0.52
C -2.089 0.292 -3.532 -0.51
C 4.233 -1.427 -3.958 -0.16
C -2.579 -0.047 -1.055 -0.52
H -1.727 0.854 7.044 0.09
H 4.920 -1.703 -3.142 0.07
H -4.727 -1.979 -3.018 0.11
H -3.500 1.709 -0.225 0.09
H 0.085 4.453 -1.571 0.08
H -0.653 -0.523 7.101 0.09
H 2.253 -2.096 2.589 0.08
H -4.057 -1.495 -0.638 0.12
H 1.743 -0.300 -0.770 0.00
H 1.936 -2.278 4.310 0.09
H -2.867 2.125 -4.409 0.09
H -2.862 -0.422 5.025 0.13
H 0.080 0.091 -3.527 0.07
H -0.101 0.576 1.817 0.06
H 3.513 -2.815 -1.556 0.06
H -0.696 -1.406 -3.111 0.07
H 2.302 1.094 -1.081 0.03
H -3.069 -2.339 -2.674 0.10
H -0.680 -0.798 -4.808 0.09
H -1.600 -1.329 0.436 0.07
H -2.483 -2.027 3.146 0.12
H -2.078 1.224 0.686 0.07
H -0.299 -2.074 2.043 0.10
H 4.568 0.569 -0.862 0.06
H -3.552 0.278 0.840 0.08
H 5.039 2.018 -0.814 0.08
H 2.853 2.719 -3.746 0.00
H 3.728 -2.104 0.044 0.08
H 4.537 -0.399 -4.196 0.07
H -1.913 -0.406 2.624 0.08
H 1.456 5.129 -2.381 0.08
H 1.695 3.872 -1.096 0.08
H -4.117 0.063 -4.232 0.12
H 0.008 1.109 6.992 0.08
H -0.568 2.473 4.724 0.09
H 3.141 -3.764 -0.045 0.09
H -1.490 -1.929 -1.261 0.07
H 2.740 -1.093 -2.704 0.03
H 1.838 0.267 5.881 0.10
H -0.245 -2.659 3.764 0.12
H -0.500 -0.600 -0.638 0.06
H 3.860 1.933 -2.951 -0.03
H -2.220 1.992 4.849 0.09
H -3.006 -1.211 -4.731 0.12
H 4.387 -2.084 -4.807 0.08
H -4.641 -0.019 -1.452 0.13
H 2.851 -0.893 3.827 0.08
H 1.496 -0.208 1.447 0.06
H -1.326 1.535 3.403 0.06
H -0.412 1.128 -1.630 0.05
H 1.374 1.115 2.572 0.09
H 1.143 -2.881 -0.779 0.10
H -2.018 1.099 -5.544 0.09
H 0.345 2.594 -2.800 0.03
H -1.128 2.064 -4.359 0.07
H -1.741 -1.651 5.420 0.12
```

Output
Spin multiplicity = 1
E_HOMO = -8.3166 eV
Gap between HOMO and LUMO = 8.31 eV
Structure (SMILES) = CC1(C)CCCC(C)(C)N1O.CC1(C)CCCC(C)(C)N1O.CO.CO.CO.O.O.O
Largest force on an atom = 1.4 eV/A
Energy relative to the best compared isomer or geometry (same formula, charge and spin) = 1.050 eV